A 15-piece molecular cluster, C60H85N5O30 overall at a distorted geometry. Source: OMol25; level of theory: ωB97M-V/def2-TZVPD.

Last columns: bonded neighbours and bond lengths (Å).
CARTESIAN COORDINATES (ANGSTROEM)
1 C -6.55 1.58 2.97  C2 1.517, H8 1.093, H9 1.090, H10 1.088
2 C -5.49 2.41 2.27  C1 1.517, C3 1.524, O7 1.428, H11 1.096
3 C -5.09 3.79 2.76  C2 1.524, O4 1.431, H12 1.094, H13 1.091
4 O -3.67 3.80 2.58  C3 1.431, C5 1.366
5 C -3.25 2.53 2.34  O4 1.366, O6 1.189, O7 1.318
6 O -2.10 2.23 2.28  C5 1.189
7 O -4.26 1.69 2.29  C2 1.428, C5 1.318
8 H -6.26 1.62 4.03  C1 1.093
9 H -6.57 0.53 2.69  C1 1.090
10 H -7.57 1.94 2.82  C1 1.088
11 H -5.74 2.56 1.21  C2 1.096
12 H -5.39 4.09 3.77  C3 1.094
13 H -5.59 4.56 2.17  C3 1.091
14 C -0.47 -5.63 -1.91  C15 1.509, H21 1.090, H22 1.090, H23 1.093
15 C -1.45 -4.50 -2.08  C14 1.509, C16 1.526, O20 1.428, H24 1.096
16 C -0.87 -3.09 -2.11  C15 1.526, O17 1.413, H25 1.092, H26 1.086
17 O -1.63 -2.48 -3.13  C16 1.413, C18 1.364
18 C -2.24 -3.41 -3.92  O17 1.364, O19 1.186, O20 1.345
19 O -2.70 -3.21 -5.00  C18 1.186
20 O -2.12 -4.62 -3.34  C15 1.428, C18 1.345
21 H -0.91 -6.62 -1.85  C14 1.090
22 H 0.11 -5.45 -1.01  C14 1.090
23 H 0.21 -5.69 -2.76  C14 1.093
24 H -2.18 -4.60 -1.27  C15 1.096
25 H 0.18 -3.00 -2.38  C16 1.092
26 H -1.08 -2.59 -1.16  C16 1.086
27 C -4.21 -3.15 3.39  C28 1.532, H34 1.095, H35 1.088, H36 1.088
28 C -3.06 -2.37 4.02  C27 1.532, C29 1.529, O33 1.421, H37 1.091
29 C -3.40 -0.92 4.36  C28 1.529, O30 1.420, H38 1.092, H39 1.094
30 O -2.87 -0.79 5.67  C29 1.420, C31 1.356
31 C -2.61 -2.01 6.21  O30 1.356, O32 1.183, O33 1.359
32 O -2.38 -2.17 7.36  C31 1.183
33 O -2.66 -2.97 5.25  C28 1.421, C31 1.359
34 H -4.57 -2.54 2.56  C27 1.095
35 H -5.06 -3.28 4.06  C27 1.088
36 H -3.80 -4.07 2.96  C27 1.088
37 H -2.21 -2.30 3.33  C28 1.091
38 H -4.44 -0.57 4.28  C29 1.092
39 H -2.80 -0.25 3.73  C29 1.094
40 C 5.41 -2.32 -0.59  C41 1.495, H47 1.088, H48 1.093, H49 1.097
41 C 3.98 -2.41 -0.98  C40 1.495, C42 1.516, O46 1.427, H50 1.095
42 C 3.58 -3.52 -1.94  C41 1.516, O43 1.439, H51 1.096, H52 1.090
43 O 2.39 -4.12 -1.41  C42 1.439, C44 1.364
44 C 2.08 -3.47 -0.25  O43 1.364, O45 1.195, O46 1.338
45 O 1.15 -3.67 0.47  C44 1.195
46 O 3.07 -2.63 0.09  C41 1.427, C44 1.338
47 H 5.91 -3.21 -0.21  C40 1.088
48 H 5.56 -1.42 0.01  C40 1.093
49 H 5.99 -2.04 -1.48  C40 1.097
50 H 3.68 -1.48 -1.48  C41 1.095
51 H 4.30 -4.34 -1.99  C42 1.096
52 H 3.48 -3.21 -2.98  C42 1.090
53 C -1.42 2.19 7.22  C54 1.530, H60 1.090, H61 1.091, H62 1.090
54 C -1.31 2.51 5.73  C53 1.530, C55 1.545, O59 1.412, H63 1.092
55 C -0.47 3.78 5.44  C54 1.545, O56 1.415, H64 1.089, H65 1.089
56 O 0.48 3.31 4.50  C55 1.415, C57 1.360
57 C 0.41 1.96 4.36  O56 1.360, O58 1.184, O59 1.341
58 O 1.09 1.31 3.63  C57 1.184
59 O -0.61 1.48 5.07  C54 1.412, C57 1.341
60 H -1.79 3.03 7.81  C53 1.090
61 H -0.41 1.90 7.51  C53 1.091
62 H -2.11 1.37 7.41  C53 1.090
63 H -2.30 2.59 5.28  C54 1.092
64 H -0.06 4.15 6.38  C55 1.089
65 H -1.17 4.50 5.03  C55 1.089
66 C -0.62 -0.92 1.16  C67 1.512, H73 1.093, H74 1.091, H75 1.090
67 C -0.48 0.08 0.03  C66 1.512, C68 1.529, O72 1.416, H76 1.093
68 C 0.41 1.30 0.30  C67 1.529, O69 1.442, H77 1.090, H78 1.086
69 O 1.03 1.47 -0.99  C68 1.442, C70 1.339
70 C 0.88 0.36 -1.72  O69 1.339, O71 1.193, O72 1.328
71 O 1.41 0.27 -2.79  C70 1.193
72 O 0.12 -0.53 -1.09  C67 1.416, C70 1.328
73 H -1.42 -1.60 0.84  C66 1.093
74 H -0.90 -0.47 2.11  C66 1.091
75 H 0.27 -1.52 1.36  C66 1.090
76 H -1.49 0.39 -0.24  C67 1.093
77 H 1.20 1.13 1.03  C68 1.090
78 H -0.17 2.17 0.59  C68 1.086
79 C -5.43 2.90 -2.41  C80 1.499, H86 1.087, H87 1.090, H88 1.093
80 C -4.00 2.73 -2.01  C79 1.499, C81 1.531, O85 1.436, H89 1.098
81 C -3.37 1.34 -2.13  C80 1.531, O82 1.428, H90 1.089, H91 1.087
82 O -2.05 1.58 -2.63  C81 1.428, C83 1.355
83 C -1.91 2.90 -2.91  O82 1.355, O84 1.185, O85 1.336
84 O -0.93 3.38 -3.39  C83 1.185
85 O -3.07 3.54 -2.74  C80 1.436, C83 1.336
86 H -5.58 2.90 -3.49  C79 1.087
87 H -5.80 3.81 -1.93  C79 1.090
88 H -5.97 2.07 -1.95  C79 1.093
89 H -3.83 3.06 -0.98  C80 1.098
90 H -3.89 0.66 -2.81  C81 1.089
91 H -3.26 0.91 -1.14  C81 1.087
92 C -0.22 0.39 -5.74  C93 1.520, H99 1.096, H100 1.092, H101 1.088
93 C 0.73 -0.65 -6.30  C92 1.520, C94 1.558, O98 1.426, H102 1.094
94 C 2.23 -0.60 -5.88  C93 1.558, O95 1.405, H103 1.094, H104 1.088
95 O 2.47 -1.89 -5.37  C94 1.405, C96 1.314
96 C 1.39 -2.64 -5.36  O95 1.314, O97 1.196, O98 1.359
97 O 1.29 -3.75 -4.93  C96 1.196
98 O 0.32 -1.94 -5.85  C93 1.426, C96 1.359
99 H -1.21 0.18 -6.16  C92 1.096
100 H 0.01 1.37 -6.15  C92 1.092
101 H -0.42 0.43 -4.67  C92 1.088
102 H 0.69 -0.55 -7.39  C93 1.094
103 H 2.30 0.09 -5.03  C94 1.094
104 H 2.81 -0.15 -6.68  C94 1.088
105 C 3.41 2.99 -5.77  C106 1.528, H112 1.088, H113 1.095, H114 1.093
106 C 2.23 3.34 -4.86  C105 1.528, C107 1.560, O111 1.409, H115 1.089
107 C 2.71 3.42 -3.38  C106 1.560, O108 1.427, H116 1.090, H117 1.090
108 O 2.45 4.79 -3.06  C107 1.427, C109 1.315
109 C 1.81 5.40 -4.03  O108 1.315, O110 1.199, O111 1.353
110 O 1.54 6.57 -4.07  C109 1.199
111 O 1.64 4.59 -5.10  C106 1.409, C109 1.353
112 H 4.23 3.70 -5.68  C105 1.088
113 H 3.05 2.90 -6.80  C105 1.095
114 H 3.74 1.97 -5.60  C105 1.093
115 H 1.50 2.55 -5.05  C106 1.089
116 H 3.77 3.19 -3.26  C107 1.090
117 H 2.19 2.70 -2.75  C107 1.090
118 C 3.95 -0.64 3.34  C119 1.522, H125 1.094, H126 1.089, H127 1.092
119 C 3.43 -2.06 3.49  C118 1.522, C120 1.511, O124 1.432, H128 1.091
120 C 3.78 -2.63 4.84  C119 1.511, O121 1.431, H129 1.092, H130 1.090
121 O 2.61 -3.38 5.20  C120 1.431, C122 1.341
122 C 1.58 -2.92 4.47  O121 1.341, O123 1.189, O124 1.347
123 O 0.44 -3.27 4.59  C122 1.189
124 O 2.00 -2.00 3.59  C119 1.432, C122 1.347
125 H 3.60 -0.15 2.43  C118 1.094
126 H 5.04 -0.61 3.37  C118 1.089
127 H 3.50 0.05 4.06  C118 1.092
128 H 3.80 -2.71 2.69  C119 1.091
129 H 3.95 -1.89 5.62  C120 1.092
130 H 4.58 -3.37 4.83  C120 1.090
131 N -5.86 -0.98 -1.57  C132 1.386, C135 1.375, H136 1.004
132 C -5.69 -0.41 -0.32  N131 1.386, C133 1.371, H137 1.078
133 C -4.56 -0.96 0.21  C132 1.371, C134 1.411, H138 1.080
134 C -3.91 -1.71 -0.79  C133 1.411, C135 1.361, H139 1.078
135 C -4.71 -1.66 -1.90  N131 1.375, C134 1.361, H140 1.079
136 H -6.58 -0.73 -2.22  N131 1.004
137 H -6.49 0.22 0.03  C132 1.078
138 H -4.22 -0.73 1.21  C133 1.080
139 H -3.00 -2.29 -0.76  C134 1.078
140 H -4.55 -2.07 -2.88  C135 1.079
141 N 6.56 -1.21 -3.54  C142 1.359, C145 1.380, H146 1.002
142 C 5.31 -0.77 -3.82  N141 1.359, C143 1.371, H147 1.080
143 C 5.01 0.36 -3.11  C142 1.371, C144 1.417, H148 1.077
144 C 6.22 0.72 -2.47  C143 1.417, C145 1.380, H149 1.079
145 C 7.16 -0.26 -2.74  N141 1.380, C144 1.380, H150 1.078
146 H 7.07 -1.93 -4.02  N141 1.002
147 H 4.66 -1.33 -4.48  C142 1.080
148 H 4.07 0.88 -3.07  C143 1.077
149 H 6.42 1.60 -1.88  C144 1.079
150 H 8.19 -0.36 -2.43  C145 1.078
151 N -0.66 -5.70 3.38  C152 1.343, C155 1.364, H156 1.011
152 C -1.26 -5.13 2.32  N151 1.343, C153 1.366, H157 1.078
153 C -1.89 -6.10 1.58  C152 1.366, C154 1.433, H158 1.078
154 C -1.56 -7.35 2.19  C153 1.433, C155 1.407, H159 1.077
155 C -0.90 -7.05 3.40  N151 1.364, C154 1.407, H160 1.076
156 H -0.19 -5.16 4.09  N151 1.011
157 H -1.30 -4.06 2.20  C152 1.078
158 H -2.35 -6.01 0.61  C153 1.078
159 H -1.89 -8.32 1.86  C154 1.077
160 H -0.44 -7.70 4.11  C155 1.076
161 N -0.66 4.96 0.94  C162 1.367, C165 1.396, H166 1.005
162 C -1.69 5.84 0.75  N161 1.367, C163 1.372, H167 1.078
163 C -1.51 6.47 -0.46  C162 1.372, C164 1.392, H168 1.078
164 C -0.34 5.97 -1.01  C163 1.392, C165 1.373, H169 1.080
165 C 0.24 5.09 -0.13  N161 1.396, C164 1.373, H170 1.076
166 H -0.63 4.28 1.68  N161 1.005
167 H -2.44 6.00 1.51  C162 1.078
168 H -2.13 7.24 -0.89  C163 1.078
169 H 0.07 6.24 -1.97  C164 1.080
170 H 1.09 4.43 -0.19  C165 1.076
171 N 5.87 3.53 0.03  C172 1.374, C175 1.359, H176 1.003
172 C 6.66 2.66 0.75  N171 1.374, C173 1.376, H177 1.077
173 C 5.87 1.58 1.07  C172 1.376, C174 1.421, H178 1.077
174 C 4.54 1.91 0.68  C173 1.421, C175 1.371, H179 1.079
175 C 4.58 3.10 0.01  N171 1.359, C174 1.371, H180 1.079
176 H 6.21 4.36 -0.43  N171 1.003
177 H 7.71 2.86 0.87  C172 1.077
178 H 6.14 0.65 1.55  C173 1.077
179 H 3.67 1.29 0.84  C174 1.079
180 H 3.87 3.67 -0.57  C175 1.079

Properties
E_HOMO, eV: -7.642
Kohn-Sham gap, eV: 7.52
Strongest force on any atom, eV/Å: 3.170
Total charge: 0
Spin multiplicity: 1
Molecular weight, g/mol: 1356.345